1.
A single C16H22N2O2S molecule, computed with ωB97M-V with the def2-TZVPD basis set.

CARTESIAN COORDINATES (ANGSTROEM)
1 C -0.487 -2.713 -1.643
2 C -0.465 -1.839 -0.387
3 C 0.830 -1.000 -0.360
4 O 1.808 -1.320 -1.001
5 N 0.763 0.050 0.477
6 C 1.849 0.979 0.738
7 C 2.325 1.714 -0.530
8 C 3.834 1.844 -0.356
9 C 4.207 0.505 0.272
10 C 3.105 0.280 1.308
11 C -0.550 -2.691 0.898
12 C -2.042 -2.752 1.212
13 C -2.636 -1.559 0.480
14 O -3.773 -1.156 0.563
15 N -1.665 -1.018 -0.298
16 C -1.961 0.024 -1.271
17 C -2.359 1.312 -0.624
18 C -3.605 1.717 -0.264
19 C -3.625 3.001 0.326
20 C -2.393 3.560 0.402
21 S -1.178 2.529 -0.244
22 H -0.561 -2.096 -2.536
23 H 0.438 -3.278 -1.702
24 H -1.333 -3.395 -1.614
25 H -0.124 0.236 0.920
26 H 1.457 1.697 1.462
27 H 2.117 1.089 -1.397
28 H 1.821 2.671 -0.658
29 H 4.068 2.661 0.330
30 H 4.346 2.024 -1.299
31 H 4.153 -0.276 -0.486
32 H 5.201 0.504 0.716
33 H 3.379 0.734 2.261
34 H 2.919 -0.779 1.475
35 H -0.012 -2.198 1.709
36 H -0.108 -3.674 0.746
37 H -2.511 -3.655 0.819
38 H -2.266 -2.699 2.276
39 H -1.068 0.171 -1.882
40 H -2.788 -0.308 -1.911
41 H -4.477 1.104 -0.398
42 H -4.520 3.482 0.676
43 H -2.111 4.516 0.797

Computed properties:
SMILES   C[C@]1(C(=O)NC2CCCC2)CCC(=O)N1Cc1cccs1
2S+1   1
HOMO-LUMO gap   9.496 eV
Energy relative to the best compared isomer or geometry (same formula, charge and spin)   24.6 kJ/mol

***

2.
A single C16H22N2O5S2 molecule in a non-equilibrium geometry, computed with ωB97M-V with the def2-TZVPD basis set.

CARTESIAN COORDINATES (ANGSTROEM)
1 C -6.701 -1.350 -0.288
2 C -5.320 -1.003 -0.809
3 S -5.219 0.761 -1.326
4 C -4.983 1.615 0.267
5 C -3.572 1.462 0.824
6 O -3.387 1.151 1.980
7 N -2.612 1.724 -0.095
8 C -1.229 1.603 0.032
9 C -0.604 1.403 1.261
10 C 0.775 1.302 1.316
11 C 1.522 1.403 0.159
12 S 3.304 1.276 0.206
13 O 3.872 2.366 -0.533
14 O 3.715 1.107 1.575
15 N 3.513 -0.109 -0.717
16 C 3.160 -1.332 -0.026
17 C 4.281 -1.834 0.885
18 C 5.576 -1.974 0.087
19 C 5.917 -0.637 -0.568
20 C 4.757 -0.188 -1.455
21 C 0.912 1.607 -1.065
22 C -0.462 1.707 -1.130
23 C -4.190 -1.227 0.174
24 O -3.029 -1.249 -0.139
25 O -4.621 -1.355 1.424
26 H -6.748 -2.408 -0.041
27 H -6.934 -0.782 0.608
28 H -7.446 -1.131 -1.050
29 H -5.091 -1.542 -1.731
30 H -5.707 1.248 0.993
31 H -5.185 2.667 0.059
32 H -2.940 1.870 -1.044
33 H -1.196 1.325 2.157
34 H 1.288 1.151 2.253
35 H 2.256 -1.125 0.551
36 H 2.924 -2.084 -0.787
37 H 4.424 -1.108 1.687
38 H 3.993 -2.790 1.324
39 H 6.388 -2.290 0.745
40 H 5.450 -2.737 -0.686
41 H 6.075 0.118 0.205
42 H 6.827 -0.721 -1.165
43 H 4.940 0.807 -1.860
44 H 4.610 -0.893 -2.280
45 H 1.528 1.688 -1.946
46 H -0.952 1.863 -2.081
47 H -3.879 -1.355 2.051

Computed properties:
SMILES   C[C@@H](SCC(=O)Nc1ccc(S(=O)(=O)N2CCCCC2)cc1)C(=O)O
2S+1   1
HOMO-LUMO gap   9.120 eV
Energy relative to the best compared isomer or geometry (same formula, charge and spin)   22.5 kJ/mol

***

3.
A single C16H22N2O6 molecule in a non-equilibrium geometry, computed with ωB97M-V with the def2-TZVPD basis set.

CARTESIAN COORDINATES (ANGSTROEM)
1 C 4.661 -3.091 1.654
2 C 4.091 -2.878 0.257
3 C 3.225 -1.622 0.186
4 C 2.660 -1.399 -1.215
5 C 1.774 -0.150 -1.280
6 C 0.590 -0.252 -0.337
7 O 0.432 0.456 0.633
8 N -0.305 -1.208 -0.691
9 C -1.427 -1.562 0.137
10 C -2.730 -0.875 -0.345
11 C -2.557 0.611 -0.246
12 C -2.045 1.348 -1.308
13 C -1.796 2.700 -1.190
14 C -2.045 3.381 0.005
15 O -1.839 4.691 0.184
16 C -1.304 5.464 -0.864
17 C -2.577 2.633 1.075
18 N -2.881 3.234 2.344
19 O -2.478 4.350 2.584
20 O -3.544 2.570 3.121
21 C -2.818 1.272 0.939
22 C -1.606 -3.068 0.102
23 O -1.042 -3.794 -0.673
24 O -2.483 -3.494 1.007
25 H 5.270 -3.991 1.687
26 H 5.282 -2.246 1.945
27 H 3.859 -3.191 2.381
28 H 4.910 -2.793 -0.461
29 H 3.490 -3.745 -0.026
30 H 3.820 -0.754 0.478
31 H 2.403 -1.709 0.899
32 H 3.483 -1.284 -1.924
33 H 2.089 -2.281 -1.516
34 H 1.407 -0.008 -2.298
35 H 2.353 0.727 -0.991
36 H -0.098 -1.850 -1.443
37 H -1.221 -1.231 1.162
38 H -2.925 -1.172 -1.377
39 H -3.551 -1.211 0.288
40 H -1.831 0.856 -2.245
41 H -1.392 3.231 -2.036
42 H -1.222 6.472 -0.463
43 H -1.966 5.472 -1.736
44 H -0.312 5.107 -1.157
45 H -3.210 0.743 1.795
46 H -2.593 -4.458 0.958

Computed properties:
SMILES   CCCCCC(=O)N[C@@H](Cc1ccc(OC)c([N+](=O)[O-])c1)C(=O)O
2S+1   1
HOMO-LUMO gap   8.783 eV
Energy relative to the best compared isomer or geometry (same formula, charge and spin)   279.5 kJ/mol